(1)
Here is a gas-phase ion, CH3N2O2S (charge -1) from the Open Molecules 2025 dataset. Energies are from the ωB97M-V functional and the def2-TZVPD basis.

Structure (ORCA input):
```
! RIJCOSX wB97M-V def2-TZVPD def2/J DEFGRID3
* xyz -1 1
C -0.037 -1.729 0.302
N -0.469 -0.456 0.724
N -0.481 0.587 -0.472
O -0.137 2.764 -1.679
O 0.482 2.890 0.793
S 0.233 2.036 -0.447
H 0.210 -2.139 1.288
H 0.866 -1.540 -0.231
H -0.666 -2.414 -0.278
*
```

As for the energy above the lowest of the compared OMol25 structures with the same formula, charge and spin: 444.1 kJ/mol. Its gap between HOMO and LUMO (spin up / spin down) is 8.14 / 7.04 eV.

***

(2)
Here is 3 unconnected molecules or ions with the total composition C35H47FO11Si from the Open Molecules 2025 dataset. Energies are from the ωB97M-V functional and the def2-TZVPD basis.

Structure (ORCA input):
```
! RIJCOSX wB97M-V def2-TZVPD def2/J DEFGRID3
* xyz 0 1
C -0.477 2.244 6.618
C -0.520 1.123 5.829
C -1.453 1.127 4.605
O -2.571 0.856 4.765
O -0.898 1.426 3.378
C -1.287 2.741 2.918
C -0.198 3.238 1.902
C -0.872 3.681 0.562
C 0.070 3.590 -0.676
C 0.424 2.099 -1.036
C -0.526 1.572 -2.152
C -1.001 0.088 -2.000
C -2.195 0.014 -3.047
C -3.554 0.276 -2.403
O -3.928 1.279 -1.999
F -4.377 -0.815 -2.353
O -1.544 0.041 -0.675
C -0.835 -0.804 0.169
O -1.065 -1.045 1.264
O 0.198 -1.276 -0.599
C 0.045 -1.069 -2.030
C 1.461 -0.711 -2.594
C 2.531 -0.459 -1.500
O 3.082 -1.727 -1.125
Si 3.897 -1.716 0.371
C 5.496 -2.730 0.136
C 4.436 0.001 0.951
C 2.778 -2.627 1.600
C -0.380 -2.487 -2.509
C -0.340 -2.687 -4.070
C -1.775 -2.966 -1.976
C -1.645 -4.043 -0.843
H -0.814 2.201 7.666
H -0.116 3.188 6.167
H 0.119 0.259 6.076
H -2.287 2.679 2.439
H -1.400 3.446 3.771
H 0.221 4.154 2.369
H 0.581 2.466 1.790
H -1.796 3.080 0.429
H -1.151 4.749 0.683
H 0.990 4.158 -0.424
H -0.434 4.122 -1.507
H 1.468 2.121 -1.405
H 0.377 1.542 -0.084
H -0.048 1.754 -3.137
H -1.442 2.200 -2.116
H -2.246 -0.957 -3.568
H -1.948 0.761 -3.824
H 1.443 0.193 -3.240
H 1.865 -1.512 -3.243
H 3.354 0.115 -1.994
H 2.184 0.158 -0.656
H 5.829 -3.153 1.104
H 5.371 -3.529 -0.625
H 6.277 -2.053 -0.276
H 5.101 0.451 0.181
H 3.561 0.683 1.042
H 4.942 0.017 1.933
H 2.559 -3.612 1.128
H 1.796 -2.131 1.728
H 3.273 -2.858 2.562
H 0.368 -3.193 -2.090
H 0.683 -3.008 -4.350
H -1.032 -3.494 -4.379
H -0.595 -1.762 -4.625
H -2.339 -2.133 -1.505
H -2.446 -3.378 -2.751
H -1.333 -5.032 -1.227
H -0.980 -3.664 -0.041
H -2.639 -4.190 -0.369
O 1.083 -5.630 1.063
C 0.413 -6.374 1.747
C -0.296 -7.535 1.157
C -1.033 -8.349 1.909
C -1.175 -8.131 3.369
O -1.845 -8.875 4.054
C -0.466 -6.971 3.959
C 0.271 -6.156 3.207
H -0.180 -7.679 0.090
H -1.558 -9.201 1.496
H -0.582 -6.827 5.026
H 0.796 -5.304 3.619
O -2.807 8.708 -4.151
C -2.122 8.306 -3.235
C -2.730 7.684 -2.034
C -1.977 7.245 -1.028
C -0.499 7.356 -1.066
O 0.187 6.952 -0.150
C 0.109 7.977 -2.267
C -0.644 8.416 -3.273
H -3.810 7.611 -2.023
H -2.403 6.789 -0.143
H 1.189 8.050 -2.277
H -0.218 8.872 -4.158
*
```

As for the SMILES: C=CC(=O)OCCCCCC[C@]1(CC(=O)F)OC(=O)O[C@@]1(CCO[Si](C)(C)C)[C@H](C)CC.O=C1C=CC(=O)C=C1.O=C1C=CC(=O)C=C1. Its gap between HOMO and LUMO is 6.68 eV.

***

(3)
Here is a molecular structure, C22H4ClF4IN5NiOS from the Open Molecules 2025 dataset. Energies are from the ωB97M-V functional and the def2-TZVPD basis.

Structure (ORCA input):
```
! RIJCOSX wB97M-V def2-TZVPD def2/J DEFGRID3
* xyz 0 2
Ni -2.206 0.455 1.093
Cl 3.074 -1.413 5.012
C 2.035 -1.004 3.680
C 2.521 -1.039 2.406
C 1.708 -0.702 1.309
I 2.515 -0.782 -0.607
C 0.386 -0.317 1.457
O -0.407 0.034 0.492
C -0.113 -0.309 2.812
N -1.420 0.044 2.946
C -1.955 0.096 4.142
C -1.227 -0.198 5.306
C 0.086 -0.564 5.196
C 0.690 -0.635 3.922
H 3.551 -1.325 2.239
H -3.001 0.375 4.195
H -1.712 -0.135 6.269
H 0.672 -0.800 6.074
F -2.093 0.659 -1.613
C -0.969 0.528 -2.307
C -0.813 -0.551 -3.080
F -1.760 -1.475 -3.092
C 0.348 -0.733 -3.935
C 1.282 0.378 -3.924
C 1.128 1.451 -3.138
F 2.046 2.402 -3.165
C 0.021 1.581 -2.210
C -0.065 2.576 -1.291
C -1.111 2.672 -0.315
N -1.899 2.819 0.514
C 0.907 3.624 -1.149
N 1.638 4.488 -0.958
F 2.354 0.304 -4.699
C 0.532 -1.843 -4.697
C 1.656 -2.037 -5.568
N 2.509 -2.260 -6.303
C -0.376 -2.955 -4.716
N -1.061 -3.872 -4.805
S -5.488 0.103 1.286
C -3.986 0.362 1.220
*
```

As for the energy above the lowest of the compared OMol25 structures with the same formula, charge and spin: 0.0 kJ/mol. Its gap between HOMO and LUMO (spin up / spin down) is 4.65 / 4.60 eV. Its expectation value of S² is 0.781.

***

Looking at maximum force for the records above, in order, we have 0.124; 0.119; 0.007 hartree/bohr.
Looking at E for the records above, in order, we have -697.9687; -2578.7393; -4253.5061 a.u..